C28H21Cl2N4O5Os | ωB97M-V/def2-TZVPD

Atoms and positions in Å:
Os 0.2268 0.0627 -0.7687
Cl 2.3142 -6.1359 1.8209
C 1.5246 -4.6429 1.4628
C 0.1276 -4.6000 1.3927
C -0.5245 -3.4227 1.1108
C 0.1913 -2.2463 0.8571
O -0.5071 -1.1374 0.6055
C 1.6094 -2.2888 0.9514
C 2.3854 -1.0807 0.9404
N 1.9097 0.0042 0.4315
C 2.3716 1.3242 0.6316
C 3.6747 1.6751 0.8843
C 3.9874 3.0262 0.9663
C 3.0119 3.9974 0.7703
C 1.6786 3.6899 0.5348
C 0.7624 4.7944 0.2531
C -0.5660 4.8238 0.3374
C -1.2121 2.3802 0.0906
N 0.1077 1.7685 0.2864
C 1.3283 2.3100 0.4940
C 2.2534 -3.4988 1.2717
H -0.4369 -5.5061 1.5672
H -1.6039 -3.3813 1.0638
H 3.3453 -1.0641 1.4537
H 4.4513 0.9258 0.9521
H 5.0109 3.3286 1.1388
H 3.3020 5.0401 0.7811
H 1.2644 5.7134 -0.0279
H -1.0612 5.7611 0.1109
H -1.9118 1.6592 0.5292
H 3.3320 -3.5214 1.3610
C -1.4793 2.3346 -1.4319
N -1.1995 0.9568 -1.8431
C -1.6385 0.3521 -2.9299
C -1.1403 -0.9297 -3.1336
C -1.3504 -1.9669 -4.0578
C -0.5849 -3.0370 -3.6294
C 0.0751 -2.6338 -2.4560
N -0.2513 -1.3758 -2.1482
C -1.4686 3.7116 0.8358
C -1.1989 3.4833 2.3076
C -2.1631 3.5624 3.2547
C -3.5019 3.8748 2.9323
C -3.8350 4.1466 1.5866
C -2.9121 4.0862 0.5988
H -2.5095 2.6013 -1.6645
H -0.7998 3.0165 -1.9522
H -2.3290 0.8456 -3.6052
H -1.9877 -1.9231 -4.9260
H -0.4905 -4.0004 -4.1015
H 0.7752 -3.1958 -1.8574
H -0.1785 3.2629 2.5945
H -1.8952 3.3893 4.2894
H -4.2527 3.9334 3.7058
H -4.8508 4.4275 1.3386
H -3.1941 4.3425 -0.4159
O 3.7459 1.3469 -2.3288
Cl 2.7218 0.4456 -2.7059
O 2.5038 0.3824 -4.0962
O 2.8719 -0.8364 -2.0972
O 1.4049 1.0612 -2.1168

Properties
DFT total energy (eV): -73070.685
Lowest unoccupied orbital energy (alpha / beta) (eV): -3.81 / -5.81
Spin multiplicity: 5
Frontier orbital gap (alpha / beta) (eV): 6.19 / 5.58
Charge: +1

C28H21ClN4OPbSSe | ωB97M-V/def2-TZVPD

Atoms and positions in Å:
Pb 0.8914 2.0515 -0.7054
Cl -1.6930 0.6956 -7.2007
C -1.4088 0.6302 -5.5088
C -2.4353 0.9062 -4.6138
C -2.2047 0.8190 -3.2525
C -0.9405 0.5328 -2.7560
O -0.7637 0.4683 -1.3980
C 0.1056 0.2771 -3.6653
C 1.4411 -0.1017 -3.2082
N 1.9688 0.3798 -2.1497
C 3.1879 -0.1163 -1.6283
C 4.2047 -0.6547 -2.3729
C 5.3212 -1.2418 -1.7484
C 5.4040 -1.2987 -0.3867
C 4.4069 -0.6913 0.4107
C 4.4516 -0.6881 1.8236
C 3.4507 -0.0898 2.5368
C 2.4344 0.5759 1.8420
N 2.3737 0.6202 0.5243
C 3.3155 -0.0513 -0.2139
C -0.1545 0.2926 -5.0343
H -3.4132 1.1782 -4.9863
H -3.0052 1.0090 -2.5487
H 1.9747 -0.8511 -3.7960
H 4.1574 -0.6266 -3.4543
H 6.1094 -1.6582 -2.3600
H 6.2280 -1.8058 0.0980
H 5.2932 -1.1523 2.3228
H 3.4403 -0.1040 3.6171
H 1.6641 1.1169 2.3801
H 0.6430 0.0740 -5.7337
N -3.6040 2.6812 5.3811
C -2.9341 3.6241 4.7026
S -3.0022 5.2043 5.1366
C -2.1124 3.1801 3.5279
C -1.3745 4.1110 2.8034
C -0.6107 3.6939 1.7362
N -0.5330 2.4139 1.3485
C -1.2529 1.5127 2.0244
C -2.0415 1.8509 3.1061
H -4.1659 2.9707 6.1657
H -3.6046 1.7050 5.1497
H -1.3973 5.1540 3.0865
H -0.0359 4.4144 1.1629
H -1.1931 0.4905 1.6684
H -2.5861 1.0640 3.6074
Se -0.2316 -1.3731 -0.5821
C -1.5713 -2.6052 -0.2058
C -2.1015 -2.6586 1.0943
C -2.7322 -3.8091 1.5187
C -2.8706 -4.8891 0.6482
C -2.4006 -4.8129 -0.6596
C -1.7671 -3.6681 -1.1016
H -1.9789 -1.8161 1.7611
H -3.0947 -3.8810 2.5351
H -3.3492 -5.7963 0.9923
H -2.5050 -5.6579 -1.3262
H -1.3974 -3.5987 -2.1157

Properties
DFT total energy (eV): -131322.626
Lowest unoccupied orbital energy (eV): -7.12
Spin multiplicity: 1
Frontier orbital gap (eV): 5.78
Charge: +2

C28H22BrIrN4O3 | ωB97M-V/def2-TZVPD

Atoms and positions in Å:
Ir 1.0592 0.9143 0.3567
Br -4.9232 -1.7624 3.6263
C -3.1903 -1.1409 3.1587
C -2.0669 -1.8223 3.6321
C -0.8123 -1.3770 3.2608
C -0.6334 -0.2681 2.4349
O 0.6225 0.0781 2.1186
C -1.7737 0.4238 1.9573
C -1.7296 1.5040 1.0337
N -0.6064 1.9878 0.4001
C -0.6948 2.9077 -0.6211
C -1.7563 3.7733 -0.8410
C -1.7505 4.6264 -1.9614
C -0.7258 4.6353 -2.8728
C 0.3803 3.7686 -2.6748
C 1.4873 3.6782 -3.5403
C 2.5084 2.8013 -3.2737
C 2.4457 2.0031 -2.1306
N 1.4241 2.0710 -1.2998
C 0.3877 2.9253 -1.5467
C -3.0554 -0.0465 2.3504
H -2.1809 -2.6917 4.2670
H 0.0819 -1.8950 3.5972
H -2.6807 1.8728 0.6747
H -2.5790 3.8127 -0.1404
H -2.5911 5.2943 -2.1062
H -0.7461 5.2877 -3.7404
H 1.5187 4.3114 -4.4229
H 3.3667 2.7173 -3.9300
H 3.2342 1.3115 -1.8694
H -3.9375 0.4688 1.9854
C 5.4922 0.7412 0.8598
C 4.1198 0.1682 0.6358
O 3.1694 0.9738 0.7198
C 4.0018 -1.2277 0.3740
C 2.8489 -1.9246 0.1043
C 2.9004 -3.4150 -0.0673
N 1.6503 -1.2826 -0.0114
N 0.6528 -2.1133 -0.1521
C -0.4809 -1.4534 -0.5795
O -0.4500 -0.2989 -1.0239
C -1.7719 -2.1759 -0.4251
C -1.8127 -3.4704 0.0893
C -3.0349 -4.0860 0.3227
C -4.2180 -3.4101 0.0490
C -4.1804 -2.1168 -0.4663
C -2.9596 -1.5001 -0.7006
H 5.4358 1.8261 0.9264
H 6.1613 0.4494 0.0475
H 5.9112 0.3456 1.7911
H 4.9209 -1.7965 0.4032
H 3.9298 -3.7669 -0.0257
H 2.4454 -3.7091 -1.0119
H 2.3185 -3.8980 0.7202
H -0.8836 -3.9796 0.3134
H -3.0653 -5.0906 0.7299
H -5.1733 -3.8877 0.2470
H -5.1055 -1.5869 -0.6728
H -2.9053 -0.4846 -1.0794

Properties
DFT total energy (eV): -114375.373
Lowest unoccupied orbital energy (alpha / beta) (eV): -0.24 / -1.54
Spin multiplicity: 5
Frontier orbital gap (alpha / beta) (eV): 5.21 / 6.04
Charge: 0

C28H22Cl2N8O2ReSe | ωB97M-V/def2-TZVPD

Atoms and positions in Å:
Re 0.6626 0.4061 0.1708
Cl -3.4136 5.6370 -1.6276
C -2.1927 4.4462 -1.6304
C -1.9732 3.7124 -0.4871
C -0.9783 2.7283 -0.4760
N -0.5484 1.9863 0.6023
C -1.1633 2.0282 1.8526
O -2.1211 2.6877 2.1621
C -0.4800 1.1261 2.8390
C -0.8104 1.2042 4.1771
C -0.1193 0.4148 5.0832
C 0.8836 -0.4169 4.6095
C 1.1445 -0.4516 3.2516
N 0.4677 0.2928 2.3700
C -0.2167 2.4940 -1.6595
C -0.4262 3.2636 -2.8023
C -1.4102 4.2263 -2.7962
Cl -1.6898 5.1355 -4.2103
N 0.7708 1.5424 -1.4919
C 2.0318 1.7328 -2.0826
O 2.2529 2.1561 -3.1826
C 3.1251 1.3921 -1.1056
C 4.4514 1.5417 -1.4424
C 5.4154 1.2934 -0.4718
C 5.0004 0.9238 0.7972
C 3.6468 0.7861 1.0539
N 2.7157 0.9964 0.1180
H -2.5621 3.9068 0.3935
H -1.5883 1.8905 4.4810
H -0.3530 0.4551 6.1383
H 1.4630 -1.0367 5.2790
H 1.8965 -1.1125 2.8481
H 0.1544 3.0971 -3.6961
H 4.6978 1.8675 -2.4438
H 6.4667 1.4012 -0.7014
H 5.7121 0.7452 1.5905
H 3.2922 0.5130 2.0373
C -3.6810 -2.0107 -1.8532
C -3.4074 -1.7876 -0.3587
C -3.2606 -3.1338 0.3785
C -4.5156 -0.9306 0.2768
C -2.1387 -1.0785 -0.2024
N -1.1399 -0.5287 -0.0654
H -4.6217 -2.5504 -1.9529
H -2.8932 -2.6022 -2.3202
H -3.7708 -1.0630 -2.3836
H -4.2163 -3.6551 0.3455
H -2.9842 -2.9856 1.4228
H -2.5107 -3.7621 -0.1049
H -5.4529 -1.4814 0.2119
H -4.6333 0.0137 -0.2542
H -4.3103 -0.7197 1.3263
Se 0.5490 -4.4132 1.5591
N 1.1565 -4.9971 0.0356
C 1.4464 -3.9409 -0.7063
C 1.9476 -3.9681 -2.0318
C 2.1704 -2.7676 -2.6337
C 1.9034 -1.5589 -1.9528
N 1.4540 -1.4679 -0.7141
C 1.2143 -2.6638 -0.0719
N 0.7366 -2.7064 1.1537
H 2.1308 -4.9114 -2.5289
H 2.5465 -2.7125 -3.6452
H 2.0762 -0.6293 -2.4771

Properties
DFT total energy (eV): -137917.931
Lowest unoccupied orbital energy (alpha / beta) (eV): -7.93 / -7.26
Spin multiplicity: 2
Frontier orbital gap (alpha / beta) (eV): 5.49 / 6.27
Charge: +2